1.
# C5H8N2

2 unconnected molecules or ions with the total composition C5H8N2 (ωB97M-V with the def2-TZVPD basis set, the Open Molecules 2025 dataset).

Geometry (Å):
1 C -0.577 -0.579 2.236
2 C -2.174 -1.123 0.513
3 C -0.941 -0.782 0.872
4 C 1.481 -0.327 0.162
5 C 0.082 -0.520 -0.163
6 N -0.295 -0.507 3.328
7 N -0.260 1.926 -0.026
8 H -2.437 -1.236 -0.472
9 H -2.994 -0.846 1.157
10 H 1.689 0.437 1.087
11 H 2.040 -1.177 0.413
12 H 2.159 0.171 -0.643
13 H -0.413 -0.439 -1.182
14 H 0.307 2.084 -0.871
15 H -1.194 1.715 -0.379

Cartesian forces, eV/Å:
-0.664 -0.279 -1.847
-1.075 1.328 1.950
2.124 0.268 -1.579
2.950 4.056 0.466
-2.578 1.231 -0.002
0.679 0.284 2.403
0.154 -0.905 -0.151
-0.315 -0.485 -2.298
-0.149 -0.826 0.471
-0.971 -1.897 -1.976
0.457 -1.724 0.476
-1.617 -0.828 0.891
1.328 -0.462 1.172
-0.209 -0.005 0.131
-0.114 0.245 -0.107

Values from the calculation:
gap between HOMO and LUMO (alpha / beta)	9.5 / 7.9	eV
energy relative to the best compared isomer or geometry (same formula, charge and spin)	4.987	eV
HOMO level (alpha / beta)	-10.22 / -8.46	eV
calculated total energy	-8290.0094	eV

=====

2.
# C13H30Cl12PS2

7 unconnected molecules or ions with the total composition C13H30Cl12PS2 (ωB97M-V with the def2-TZVPD basis set, the Open Molecules 2025 dataset).

Geometry (Å):
1 C 6.855 2.090 -1.413
2 S 5.550 1.905 -2.697
3 P 3.622 2.349 -1.756
4 S 2.457 3.048 -3.127
5 H 7.712 2.513 -1.926
6 H 7.126 1.101 -1.059
7 H 6.484 2.738 -0.628
8 H 5.434 0.579 -2.984
9 H 3.173 1.156 -1.151
10 H 3.901 3.269 -0.722
11 Cl 0.921 2.935 0.513
12 C -0.287 2.624 -0.769
13 C -1.326 1.645 -0.301
14 Cl -0.589 0.035 -0.069
15 H 0.241 2.237 -1.636
16 H -0.734 3.580 -1.039
17 H -2.104 1.539 -1.055
18 H -1.791 1.948 0.639
19 Cl 3.521 -1.581 -1.842
20 C 1.850 -2.238 -1.819
21 C 1.838 -3.668 -1.348
22 Cl 2.610 -4.760 -2.529
23 H 1.437 -2.142 -2.819
24 H 1.268 -1.616 -1.146
25 H 0.812 -4.005 -1.222
26 H 2.358 -3.780 -0.399
27 Cl -0.674 1.199 4.171
28 C -2.020 2.185 4.805
29 C -3.272 2.028 3.983
30 Cl -3.086 2.741 2.356
31 H -1.691 3.220 4.833
32 H -2.210 1.852 5.824
33 H -4.101 2.542 4.471
34 H -3.538 0.981 3.858
35 Cl -4.487 -2.738 0.320
36 C -3.536 -4.226 0.092
37 C -2.054 -3.959 0.145
38 Cl -1.496 -3.010 -1.261
39 H -3.826 -4.670 -0.857
40 H -3.812 -4.910 0.893
41 H -1.508 -4.902 0.132
42 H -1.779 -3.414 1.045
43 Cl -5.423 2.870 6.408
44 C -7.204 2.772 6.342
45 C -7.685 2.245 5.014
46 Cl -7.373 3.393 3.688
47 H -7.598 3.763 6.547
48 H -7.517 2.102 7.140
49 H -8.760 2.082 5.054
50 H -7.201 1.305 4.762
51 Cl 4.706 -2.803 -7.723
52 C 5.308 -2.927 -6.053
53 C 4.590 -1.984 -5.123
54 Cl 4.988 -0.276 -5.480
55 H 6.378 -2.737 -6.066
56 H 5.141 -3.952 -5.725
57 H 4.891 -2.176 -4.098
58 H 3.512 -2.097 -5.192

Cartesian forces, eV/Å:
0.046 -0.803 -0.544
0.620 0.483 -0.030
-2.577 0.608 -0.569
0.658 -0.352 0.361
-0.033 0.218 0.003
-0.098 0.026 0.299
-0.039 0.028 0.053
-0.010 0.117 0.313
0.615 0.027 0.100
0.639 -0.395 -0.044
0.234 0.059 -0.090
-0.080 -0.003 -0.183
-0.115 0.099 0.044
-0.083 0.012 0.102
0.054 0.033 0.040
-0.043 0.010 0.139
0.062 -0.038 -0.047
0.291 -0.221 -0.233
0.123 0.200 0.085
-0.391 -0.139 0.022
0.158 -0.141 0.100
0.055 0.021 -0.014
0.119 0.000 -0.043
0.071 0.038 0.063
0.067 0.103 -0.113
0.078 0.015 -0.046
0.038 0.009 -0.036
-0.039 0.042 0.088
-0.116 -0.005 0.112
-0.229 0.146 0.201
0.030 -0.012 -0.058
-0.021 -0.048 -0.023
0.243 -0.036 -0.285
0.053 0.000 -0.069
0.005 0.012 -0.022
-0.046 -0.048 0.011
0.065 -0.140 0.149
-0.222 -0.021 -0.086
0.005 0.054 -0.026
0.039 0.021 0.031
-0.046 -0.021 -0.056
-0.043 0.090 -0.045
-0.132 0.081 0.324
-0.173 -0.036 0.050
-0.062 -0.048 0.002
0.056 -0.019 -0.020
0.065 0.036 -0.056
0.055 -0.043 -0.019
-0.007 0.049 0.023
0.034 0.021 -0.005
0.021 0.031 0.017
0.012 -0.053 -0.063
0.027 -0.337 0.013
-0.006 0.161 0.138
-0.010 0.038 -0.025
-0.054 0.018 0.036
0.044 -0.028 -0.001
-0.005 0.083 -0.066

Values from the calculation:
gap between HOMO and LUMO	8.4	eV
charge	+1
HOMO level	-12.15	eV
calculated total energy	-195190.0343	eV

=====

3.
# C3H10O3S

A molecular structure, C3H10O3S (ωB97M-V with the def2-TZVPD basis set, the Open Molecules 2025 dataset).

Geometry (Å):
1 C -0.194 0.408 -0.779
2 O 0.464 -0.268 -1.772
3 C 0.204 0.086 0.702
4 C 1.743 -0.153 0.749
5 S 2.383 -0.019 2.563
6 H -0.185 1.490 -0.903
7 H -1.229 -0.028 -0.794
8 H -0.180 -0.937 0.862
9 H -0.203 0.628 1.542
10 H 2.415 0.500 0.239
11 H 1.874 -1.219 0.491
12 H -2.202 -0.365 3.285
13 H -1.273 -0.439 1.973
14 O -2.160 -0.591 2.339
15 H -0.108 -0.237 -2.800
16 H -0.952 0.948 -3.733
17 O -0.396 0.196 -3.966

Cartesian forces, eV/Å:
-1.861 -1.048 0.187
1.052 -0.537 1.454
1.756 -2.066 -1.308
-0.081 -0.643 2.666
-0.677 -0.269 -1.319
-0.144 0.468 -0.142
-0.081 1.233 0.051
0.170 0.106 -0.121
0.243 1.353 -0.355
-0.140 0.340 -0.822
0.392 0.707 -0.154
0.497 -0.077 -0.770
-0.602 -0.132 0.747
-0.556 -0.070 0.463
0.457 1.162 -0.954
0.005 0.004 -0.150
-0.428 -0.530 0.528

Values from the calculation:
gap between HOMO and LUMO (alpha / beta)	6.9 / 4.8	eV
⟨S²⟩	0.75
charge	-1
energy relative to the best compared isomer or geometry (same formula, charge and spin)	1.576	eV
spin multiplicity	2
HOMO level (alpha / beta)	-4.01 / -3.99	eV
calculated total energy	-20249.0018	eV

=====

Q: calculated total energy of number 3 (C3H10O3S)?
A: -20249.0018 eV